1.
The following is a quantum chemistry calculation of a structure of composition C26H29AsBCsN11S4, from the Open Molecules 2025 dataset.

Results
Net charge ... -2
2S+1 ... 2
HOMO level (alpha / beta) ... -0.0758 / -0.0707 Eh
ΔE to the lowest compared entry with this formula, charge and spin ... 57.4 kJ/mol
Strongest force on any atom ... 1.08 eV/Å

Structure (XYZ):
```
73
Properties=species:S:1:pos:R:3:forces:R:3:mulliken_charge:R:1
Cs -0.4259 -0.4684 -1.2755 -0.48 0.65 0.71 0.779
As 1.2439 -2.7468 -3.7967 -0.16 0.07 -0.02 0.549
S 1.3405 -0.6010 -3.8794 0.34 -0.19 -0.42 -0.726
S 0.2891 -3.4870 -2.0174 0.09 -0.32 -0.25 -0.671
S 0.4717 -3.6428 -5.6178 0.08 -0.02 0.03 -0.498
S 3.1096 -3.7329 -4.2356 0.10 -0.07 0.00 -0.525
N -3.3960 1.7111 -0.8399 0.06 0.07 -0.01 1.352
N 0.2424 -0.9923 3.3259 0.03 0.03 0.12 0.074
N -1.3609 2.0344 1.4638 -0.05 -0.09 0.09 -0.624
N 2.3104 -1.9052 3.8779 -0.01 -0.02 -0.10 -0.162
N -3.7499 0.1620 1.0998 0.09 0.01 0.02 1.184
N -2.6423 2.4593 1.4244 0.07 -0.04 0.03 1.536
N -2.4163 2.5082 -1.3317 -0.06 -0.03 -0.03 -1.095
N -5.1018 2.2630 0.9856 0.06 0.05 -0.01 1.134
N 2.4080 -1.7337 1.5554 0.03 0.04 0.00 -0.305
N -5.9918 2.6170 0.0355 0.02 -0.04 0.04 -1.317
N -2.6613 -0.6053 0.8832 -0.08 -0.03 -0.01 -0.370
C 2.6177 -2.2832 0.3643 -0.04 0.08 0.01 -0.322
C -6.8839 2.9795 2.0712 0.00 0.00 -0.01 -1.369
C 1.2797 -1.0165 4.1553 -0.05 0.01 0.01 0.421
C -2.3653 2.2683 -2.6321 0.01 0.02 -0.02 0.383
C 2.9343 -3.8381 2.5537 -0.02 -0.02 -0.08 -0.568
C -7.0665 3.0513 0.6757 0.00 -0.01 -0.02 0.778
C 3.1863 -4.3817 1.2990 -0.01 0.03 0.01 -0.439
C -0.6688 2.9707 2.0872 0.02 0.06 -0.11 0.683
C -0.7523 -0.1434 3.5812 -0.03 -0.02 -0.05 -0.198
C 3.0107 -3.6009 0.1704 0.02 0.00 0.05 -0.565
C 2.5404 -2.5078 2.6232 -0.01 0.04 0.17 0.452
C -2.9012 -1.7876 1.4260 -0.06 -0.13 -0.08 0.441
C -3.3294 1.3062 -3.0049 0.00 -0.01 0.01 -1.047
C 1.3493 -0.2102 5.2991 0.04 -0.04 -0.07 -0.726
C -2.7496 3.6792 1.9919 -0.04 0.01 -0.03 -0.374
C -0.7770 0.7003 4.6801 0.08 -0.03 0.13 -0.695
C -8.2564 3.5405 -0.0884 -0.05 0.02 0.00 -1.276
C -4.1904 -1.8074 1.9984 0.05 0.05 -0.01 -1.550
C -5.6127 2.4687 2.2158 -0.01 -0.01 0.01 -0.308
C -1.5043 4.0486 2.4477 0.03 -0.02 0.00 -1.479
C 0.8062 2.8143 2.2821 0.03 0.02 0.03 -1.062
C 0.2997 0.6495 5.5567 -0.09 0.03 -0.02 -0.588
C -1.8501 -2.8543 1.3969 -0.01 -0.11 0.01 -0.691
C -1.3509 2.9499 -3.4934 0.01 0.01 -0.03 -1.188
C -3.9600 0.9863 -1.8265 0.01 -0.07 0.01 -0.305
C -4.6897 -0.5431 1.7661 0.00 0.06 -0.03 -0.247
B -3.7086 1.6518 0.6541 -0.11 0.03 -0.01 -0.536
H 3.0040 -4.4355 3.4549 0.01 0.00 0.00 0.335
H 3.1250 -3.9821 -0.8354 0.00 -0.01 0.02 0.316
H -3.5110 0.8973 -3.9850 0.00 -0.02 0.01 0.369
H 2.2220 -0.2477 5.9401 0.00 0.00 0.00 0.367
H -8.0244 4.4561 -0.6354 0.01 0.00 0.00 0.255
H -7.5742 3.2591 2.8504 0.00 0.00 -0.01 0.368
H -1.5565 -0.1357 2.8536 0.09 0.02 0.10 0.342
H -1.6442 -3.2146 0.3854 -0.07 0.04 -0.02 0.176
H -1.2332 4.9621 2.9519 0.00 0.00 0.00 0.407
H 0.3328 1.2934 6.4281 0.00 0.00 0.00 0.369
H 3.4816 -5.4198 1.2074 0.00 0.00 0.00 0.381
H -4.7623 0.2971 -1.6174 0.02 -0.01 0.01 0.458
H 2.8505 -2.2388 4.6540 0.01 0.00 0.02 0.288
H -1.6025 1.3835 4.8245 0.01 0.01 -0.01 0.484
H 1.0520 1.8063 2.6192 -0.01 -0.01 -0.02 0.073
H -3.6918 4.2001 2.0171 0.02 0.01 0.01 0.502
H -0.5820 3.4005 -2.8664 -0.01 0.01 0.01 0.290
H -5.0349 2.2375 3.0966 -0.02 0.01 0.00 0.611
H -2.1603 -3.7102 1.9986 -0.01 -0.01 -0.01 0.303
H 2.4600 -1.6265 -0.4809 0.08 -0.07 -0.18 0.700
H -0.9122 -2.4763 1.8090 -0.04 0.00 -0.02 -0.036
H -9.0901 3.7508 0.5830 0.01 -0.01 0.02 0.337
H 1.1796 3.5257 3.0208 -0.02 0.00 0.01 0.320
H -8.5846 2.7975 -0.8162 0.02 0.00 0.00 0.299
H -4.6814 -2.6259 2.4990 0.00 0.00 0.00 0.412
H 1.3434 2.9888 1.3474 -0.01 0.00 0.00 0.268
H -0.8712 2.2386 -4.1682 0.01 0.00 0.01 0.324
H -1.8025 3.7398 -4.0991 -0.01 -0.01 -0.01 0.252
H -5.6427 -0.1051 2.0118 0.00 -0.02 0.02 0.490
```
Positions in Å, forces in eV/Å.

=====

2.
The following is a quantum chemistry calculation of a structure of composition C26H29BN11Pd, from the Open Molecules 2025 dataset.

Results
Net charge ... +2
2S+1 ... 4
HOMO level (alpha / beta) ... -0.4733 / -0.4678 Eh
Strongest force on any atom ... 3.79 eV/Å

Structure (XYZ):
```
68
Properties=species:S:1:pos:R:3:forces:R:3:mulliken_charge:R:1
Pd -0.4802 -0.4366 -0.9482 -0.60 0.00 1.18 0.449
N 1.4927 -0.2028 -0.9842 1.99 1.25 1.44 0.458
N 0.4193 -1.1238 1.7034 0.06 1.56 -0.20 -0.247
N 1.6876 3.3340 2.3872 -2.09 2.02 1.13 -1.212
N -2.4454 -2.6809 -2.3940 0.68 1.41 2.02 0.064
N -2.5446 -0.7572 -0.8812 -2.99 -0.94 -1.06 0.539
N 0.4027 2.2291 0.0594 -1.82 -1.10 -1.21 0.351
N 0.5257 0.2984 1.9458 -1.63 -0.75 -0.01 0.784
N -0.6023 1.5834 -0.7760 1.21 3.52 0.75 0.171
N 2.2042 2.2635 1.8251 2.38 -1.28 0.79 0.726
N -0.4396 -2.5118 -1.1718 -0.74 -2.73 -0.88 0.753
N 2.1620 0.4117 0.0845 0.25 0.01 -1.31 0.324
C 2.3013 -0.2360 -2.0111 0.82 -0.77 -0.49 0.198
C -4.5039 -2.1009 -1.3759 -0.76 -0.22 -0.27 -0.632
C 3.5756 0.2510 -1.6302 0.22 -0.54 -1.97 -1.522
C -1.2308 -3.1507 -2.1191 2.19 0.36 0.18 0.780
C 3.4441 2.0412 2.4609 -0.02 -1.10 -0.69 -0.345
C 2.4709 3.8117 3.3458 0.98 -1.58 -1.25 0.725
C -2.0177 2.2671 -2.7403 -0.42 -0.35 -1.43 -1.150
C -3.3887 0.0767 -0.1882 2.56 -0.66 -0.30 -0.403
C 0.6300 3.4568 -0.4593 -0.16 -1.25 -0.41 0.001
C -0.3730 -1.6181 2.6673 0.19 3.06 0.38 0.543
C -0.5857 -3.0699 2.7698 -0.34 0.48 0.27 -1.095
C 1.1625 -4.3064 -1.3589 -1.32 -0.81 -0.70 -0.925
C 0.6333 -3.1873 -0.7344 -1.13 0.06 -1.26 -0.447
C -5.3432 -1.2757 -0.6255 -0.54 0.79 0.24 -0.684
C 0.3616 -4.8972 -2.4233 1.52 0.49 1.05 -0.577
C -4.7354 -0.1513 -0.0439 -0.21 -0.14 0.26 -0.730
C -0.8104 -4.3081 -2.8095 0.20 -0.11 1.16 -0.857
C 1.8063 -0.7735 -3.3144 0.15 1.52 -0.38 -1.180
C -0.0665 3.6368 -1.6484 -1.08 -1.87 0.82 -1.628
C 3.6893 3.0115 3.3764 -1.53 0.54 0.46 -1.224
C 3.4185 0.6864 -0.3778 0.00 0.03 1.68 0.004
C -0.2640 0.6109 2.9899 -0.01 0.34 0.27 -0.392
C -0.8158 -0.5550 3.5280 0.31 -1.26 -1.40 -1.183
C -0.8969 2.4780 -1.7703 1.16 0.77 0.94 0.560
C -3.1381 -1.8238 -1.5555 -1.29 2.34 2.06 0.459
C 2.1465 4.9625 4.2097 1.30 1.15 -0.57 -1.191
B 1.3103 1.3051 1.0361 0.48 0.39 -0.32 0.328
H 1.1034 5.0782 4.3975 -0.79 -0.02 -0.02 0.346
H -2.8475 0.9364 0.3014 -0.78 -0.99 -0.59 0.462
H 4.4996 3.1100 4.1022 -0.24 -0.13 -0.59 0.388
H -3.0409 -3.2044 -2.9716 -0.69 -0.96 -1.13 0.290
H 0.6507 -5.8272 -2.8747 0.23 -0.24 -0.10 0.503
H -0.4338 1.6621 3.3102 0.48 -0.93 -0.32 0.534
H -1.4911 -0.7350 4.3451 0.08 0.46 0.26 0.463
H -4.9454 -3.0040 -1.8100 0.27 0.33 -0.09 0.393
H -1.5478 -4.8191 -3.3943 0.03 -0.23 -0.66 0.425
H 4.0537 1.1622 2.2623 -0.28 0.26 -0.06 0.537
H 1.8988 0.0540 -4.0748 -0.43 -0.90 0.61 0.310
H 2.6528 4.7746 5.1688 -0.09 0.58 -0.31 0.336
H -1.7333 1.5048 -3.5238 -0.35 0.56 0.79 0.202
H 2.0679 -4.6844 -0.8620 -0.43 -0.37 -0.89 0.502
H -6.4740 -1.4244 -0.5190 1.98 -0.10 -0.17 0.381
H -5.1864 0.5759 0.6131 -0.81 -0.14 -0.17 0.467
H -2.3247 3.1748 -3.3435 0.70 -0.81 0.99 0.381
H 4.5201 0.2513 -2.1788 -0.63 0.07 0.03 0.490
H 4.2255 1.0889 0.2183 -0.51 0.20 0.18 0.497
H 2.5151 5.9171 3.6924 -0.36 -1.17 1.08 0.237
H -2.9357 1.9253 -2.2259 0.49 0.06 -0.24 0.205
H -1.2171 -3.2782 3.6674 0.59 -0.28 -0.97 0.357
H 0.7793 -1.1306 -3.2163 -0.07 0.22 -0.22 0.089
H 2.3982 -1.5799 -3.6764 0.61 -0.71 -0.26 0.382
H 0.4275 -3.4595 2.8350 -0.22 -0.73 0.22 0.303
H -0.0313 4.4407 -2.3421 -0.11 0.62 -0.07 0.515
H -1.0419 -3.3403 1.8140 -0.18 -0.68 0.33 0.180
H 1.2629 4.1193 0.0738 0.56 0.41 0.23 0.628
H 1.0332 -2.8375 0.1635 0.95 1.02 1.11 0.603
```
Positions in Å, forces in eV/Å.

=====

3.
The following is a quantum chemistry calculation of a structure of composition C26H29BrMnN3O3S2, from the Open Molecules 2025 dataset.

Results
2S+1 ... 5
HOMO level (alpha / beta) ... -0.2792 / -0.2826 Eh
ΔE to the lowest compared entry with this formula, charge and spin ... 17.6 kJ/mol
Strongest force on any atom ... 1.09 eV/Å

Structure (XYZ):
```
65
Properties=species:S:1:pos:R:3:forces:R:3:mulliken_charge:R:1
Br 6.2657 -3.9161 -2.7413 -0.08 0.07 0.03 -0.217
Mn -0.0872 -0.0603 0.0695 -0.87 0.11 0.66 1.308
S -1.2915 0.8643 -1.6963 0.24 0.00 -0.02 -0.616
S 0.9519 -0.8117 2.0432 0.01 -0.36 -0.28 -0.553
O -0.2688 -2.0583 -1.0626 0.04 -0.18 0.46 -0.814
O 3.2740 1.8611 -0.5945 -0.08 -0.09 0.09 -0.698
O 1.4989 0.5243 -0.6290 0.18 0.13 -0.47 -0.216
N 0.5473 -3.7975 -2.2512 -0.10 0.01 0.14 0.341
N -2.1067 -0.5989 0.8703 0.15 -0.04 -0.16 1.113
N -0.5207 1.8508 1.5334 0.10 -0.19 -0.19 1.186
C -3.9079 0.4008 -2.2659 -0.01 -0.04 0.07 -0.741
C 0.2451 -4.7368 -1.1802 0.00 0.06 0.04 -0.999
C -3.1757 -0.3776 -0.1112 -0.06 0.03 -0.27 -0.551
C 3.9344 -2.7577 -1.5930 0.00 0.00 0.02 -0.893
C -5.4869 -0.6124 -0.7714 0.02 -0.01 0.02 -0.919
C 1.6893 0.5573 4.2600 -0.03 0.06 0.00 -0.852
C 3.6045 -0.3991 -1.2244 -0.09 0.05 0.07 0.036
C -0.2054 3.0861 0.7976 0.05 0.09 -0.05 -1.257
C 0.9530 2.7642 4.8495 -0.03 0.00 0.00 -0.911
C 4.8690 -0.1461 -1.7420 -0.04 0.01 0.03 -0.594
C -2.8830 0.2382 -1.3271 0.02 0.01 0.10 1.235
C -1.9633 1.7112 1.7684 -0.14 -0.13 -0.02 -1.216
C -5.1936 -0.0234 -1.9942 -0.03 0.03 -0.06 -0.599
C -4.4776 -0.7849 0.1596 -0.07 -0.03 0.10 -0.479
C 0.2314 2.8258 3.6703 -0.04 0.06 0.01 -0.484
C 3.1436 -1.7080 -1.1507 0.09 0.06 0.03 0.374
C 2.7655 0.7708 -0.7558 0.26 0.11 -0.16 -0.058
C 5.6642 -1.1830 -2.2031 -0.01 0.00 0.00 -0.474
C -2.1194 -2.0183 1.2998 0.05 -0.16 -0.01 -1.235
C 0.2556 -2.5092 -2.0805 0.05 0.07 -0.31 -0.140
C -2.3189 0.2627 2.0580 0.12 0.30 0.16 -0.939
C 0.9515 0.6073 3.0744 -0.10 0.10 -0.14 1.094
C 1.2123 -4.2765 -3.4495 0.08 0.03 -0.09 -0.937
C 1.6901 1.6239 5.1385 0.03 -0.01 0.04 -0.575
C 0.2258 1.7629 2.7730 0.15 -0.09 0.13 -0.679
C 5.1831 -2.4790 -2.1218 0.10 -0.11 -0.05 -0.080
H 0.5254 -1.8665 -2.9286 -0.03 0.05 0.04 0.374
H 2.2941 -4.3312 -3.3057 -0.04 -0.03 -0.02 0.316
H 0.4267 -4.2613 -0.2181 0.01 -0.01 0.01 0.295
H -2.2848 2.3286 2.6157 -0.02 0.05 -0.03 0.413
H -3.3604 0.1978 2.3852 0.00 -0.06 -0.02 0.450
H 5.2143 0.8785 -1.7738 0.01 -0.01 -0.01 0.481
H 0.8757 3.1990 0.7435 0.00 -0.02 -0.01 0.359
H -6.4920 -0.9418 -0.5449 0.00 0.00 0.00 0.411
H -0.3289 3.7247 3.4423 -0.02 -0.03 -0.02 0.325
H 2.1718 -1.9073 -0.7233 0.09 0.04 0.09 0.395
H -1.6816 -0.1082 2.8623 -0.01 -0.07 -0.03 0.659
H -2.0970 -2.6532 0.4190 -0.01 0.02 -0.01 0.363
H 6.6442 -0.9888 -2.6162 0.00 -0.01 0.00 0.420
H 0.8435 -5.2682 -3.7034 -0.07 0.02 -0.02 0.413
H 1.0054 -3.6081 -4.2835 0.02 0.02 0.02 0.340
H 0.8782 -5.6153 -1.2770 0.03 0.01 -0.03 0.420
H 3.5926 -3.7814 -1.5167 0.03 0.01 0.03 0.764
H -5.9723 0.1070 -2.7352 0.01 0.01 0.00 0.391
H 2.2660 -0.3331 4.4741 0.00 0.00 0.01 0.454
H -0.6426 3.9719 1.2718 0.03 -0.02 0.04 0.403
H 0.9405 3.6001 5.5362 0.02 0.01 -0.02 0.400
H -3.0101 -2.2461 1.8887 -0.03 0.05 0.00 0.470
H -0.8026 -5.0421 -1.2206 0.02 -0.03 0.00 0.296
H -0.5943 3.0068 -0.2156 -0.04 -0.01 0.04 0.327
H -4.7227 -1.2444 1.1092 0.05 -0.01 0.00 0.305
H -2.4960 2.0516 0.8772 0.05 0.01 -0.02 0.655
H -3.6650 0.8675 -3.2117 -0.03 0.01 0.00 0.454
H 2.2741 1.5701 6.0486 -0.01 -0.01 0.00 0.381
H -1.2375 -2.2137 1.9053 -0.03 0.05 0.02 0.306
```
Positions in Å, forces in eV/Å.

=====

4.
The following is a quantum chemistry calculation of the molecule C26H29FN2O6, from the Open Molecules 2025 dataset.

Results
2S+1 ... 1
HOMO level ... -0.3017 Eh
SMILES ... COc1ccc([C@H]2/C(=C(/O)c3ccc(F)cc3)C(=O)C(=O)N2CCCN2CCOCC2)cc1OC
ΔE to the lowest compared entry with this formula, charge and spin ... 5.0 kJ/mol
Strongest force on any atom ... 0.86 eV/Å

Structure (XYZ):
```
64
Properties=species:S:1:pos:R:3:forces:R:3:mulliken_charge:R:1
F -5.8161 -0.3320 2.2500 0.06 0.07 -0.03 -0.393
O -0.6678 5.1620 -1.5575 0.25 -0.08 -0.11 -0.793
O -0.2841 -1.0128 3.5556 -0.20 -0.07 -0.28 -0.461
O 5.1296 -3.5988 -0.1440 0.18 -0.02 0.00 -0.387
O -2.7910 4.6661 -0.0709 0.01 0.12 0.09 -0.636
O -1.9409 -2.0274 1.8590 0.25 0.20 0.20 -0.475
O 1.4509 3.5362 -2.9599 0.01 0.21 0.04 -0.666
N 3.2102 -1.9746 -1.4746 0.07 -0.06 -0.11 0.155
N 0.1498 1.8293 -2.1758 -0.24 0.09 0.03 0.369
C 0.6110 -0.5216 4.5230 0.13 0.08 0.13 -0.938
C -3.5533 2.4278 1.7282 0.00 -0.01 -0.18 -0.441
C -4.1891 1.4933 -0.3979 0.09 0.21 0.13 -0.260
C -1.0576 1.5951 -1.4071 -0.29 -0.09 0.32 -0.928
C 0.0741 1.4321 0.8240 -0.19 -0.12 -0.23 -0.794
C 0.9142 0.7524 -2.7516 0.39 -0.10 0.03 -1.437
C -1.4889 -0.2818 0.2251 0.09 -0.06 0.05 0.936
C 0.2813 0.8170 2.0495 0.02 -0.09 0.17 -1.342
C -0.4014 -0.3404 2.3818 -0.16 -0.19 -0.06 0.994
C 1.7684 0.0073 -1.7236 0.07 -0.09 -0.28 0.388
C 3.8783 -3.0720 -2.1550 0.07 -0.22 0.25 -0.510
C -1.5483 2.9938 -1.1425 -0.07 0.36 -0.16 -0.603
C 4.1108 -1.4176 -0.4781 0.01 -0.26 0.22 -0.328
C -2.8654 -2.6343 0.9909 -0.14 -0.09 -0.15 -0.725
C -2.5717 3.3879 -0.3336 0.35 -0.18 -0.36 0.411
C -0.6028 3.9433 -1.6708 -0.78 0.14 0.34 0.584
C -1.3080 -0.8985 1.4501 0.10 -0.03 0.24 0.590
C 0.4840 3.1316 -2.3551 0.50 -0.02 -0.39 0.413
C -4.3381 1.4963 2.3804 -0.12 -0.17 0.02 -0.745
C 4.5082 -2.5169 0.5072 -0.08 0.39 0.06 -0.818
C -3.4601 2.4205 0.3399 -0.19 0.20 0.03 0.226
C -4.9957 0.5722 0.2422 -0.12 -0.12 0.20 -0.606
C -5.0476 0.5797 1.6257 0.10 0.09 -0.16 0.538
C -0.8042 0.8875 -0.0929 0.13 -0.16 0.16 -0.066
C 4.2754 -4.1314 -1.1274 -0.13 -0.04 -0.39 -0.659
C 2.7114 -0.9809 -2.4086 -0.22 0.08 0.19 -1.343
H 5.0207 -1.0025 -0.9476 -0.04 0.03 0.02 0.292
H 3.5989 -0.6235 0.0656 0.05 0.04 0.04 0.321
H 2.3357 0.7441 -1.1544 -0.03 0.04 0.07 0.264
H -2.3895 -2.9655 0.0619 -0.01 0.02 0.02 0.318
H -2.9956 3.1580 2.2929 0.07 0.08 0.08 0.486
H 4.7828 -2.7278 -2.6877 -0.04 -0.03 -0.01 0.334
H 0.3310 0.4822 4.8591 0.02 -0.02 -0.03 0.337
H 3.6061 -2.8666 1.0323 0.07 0.05 0.00 0.349
H -1.7596 1.0044 -2.0112 0.07 0.03 0.04 0.535
H -4.1434 1.5111 -1.4758 0.03 -0.01 -0.13 0.484
H 0.5434 -1.2129 5.3612 0.04 0.08 -0.03 0.269
H 0.6097 2.3389 0.5863 0.09 0.13 -0.01 0.529
H -3.2454 -3.5008 1.5292 -0.01 0.04 -0.08 0.276
H -4.4099 1.4743 3.4559 -0.01 -0.02 0.11 0.477
H 1.1312 -0.5449 -1.0323 0.07 0.00 0.04 0.273
H 1.5656 1.2103 -3.5021 -0.13 -0.08 -0.01 0.524
H 0.2296 0.0560 -3.2478 0.02 0.04 -0.02 0.190
H 5.2306 -2.1407 1.2336 -0.10 0.02 -0.01 0.375
H 4.8244 -4.9454 -1.6038 -0.09 0.02 0.00 0.371
H -2.1706 -0.7005 -0.4980 -0.11 -0.08 -0.06 0.443
H 3.3648 -4.5288 -0.6539 0.06 0.00 -0.06 0.335
H 0.9779 1.2590 2.7430 0.07 0.00 0.13 0.458
H 3.5313 -0.4339 -2.9063 -0.02 -0.05 -0.05 0.304
H 2.1538 -1.5211 -3.1796 0.05 0.02 -0.06 0.459
H -2.0992 5.2093 -0.5376 -0.03 -0.24 0.01 0.463
H -5.5825 -0.1433 -0.3130 -0.06 -0.07 -0.03 0.446
H -3.6971 -1.9628 0.7555 0.03 -0.01 -0.01 0.135
H 1.6401 -0.5060 4.1493 -0.04 0.02 0.00 0.331
H 3.1903 -3.5112 -2.8807 0.03 -0.01 -0.02 0.372
```
Positions in Å, forces in eV/Å.

=====

Per-record E_tot, Ha: -5484.2847; -1762.6135; -5919.6423; -1668.9568